Entry 1:
The following is a DFT calculation (wB97M-V/def2-TZVPD) of a cluster of 2 separate species, C4H3I in total.

ΔE to the lowest compared entry with this formula, charge and spin: 5.523 eV
HOMO (alpha / beta): -9.53 / -9.50 eV

```
! RIJCOSX wB97M-V def2-TZVPD def2/J DEFGRID3
* xyz 0 1
C 1.39 -2.38 -0.07
C 0.59 -1.49 -0.03
C -0.22 1.69 -0.16
C -0.97 0.66 -0.02
I -3.06 0.27 -0.05
H 2.10 -3.20 0.28
H -0.68 2.72 0.03
H 0.85 1.73 0.02
*
```



Entry 2:
The following is a DFT calculation (wB97M-V/def2-TZVPD) of a structure of composition C4H3I2NS.

ΔE to the lowest compared entry with this formula, charge and spin: 3.543 eV
HOMO: -8.69 eV

```
! RIJCOSX wB97M-V def2-TZVPD def2/J DEFGRID3
* xyz 0 1
C 1.40 -0.88 -0.27
C 2.22 0.14 0.03
C 0.06 -1.01 -0.13
C -2.91 0.30 0.75
N -1.05 -1.38 -0.22
S -2.17 1.50 -0.15
I 4.40 0.17 -0.06
I -4.90 0.05 -0.16
H 1.91 -1.75 -0.57
H 1.99 1.16 0.41
H -0.94 1.70 0.37
*
```



Entry 3:
The following is a DFT calculation (wB97M-V/def2-TZVPD) of a cluster of 2 separate species, C4H3INO2 in total.

ΔE to the lowest compared entry with this formula, charge and spin: 0.000 eV
HOMO: -3.23 eV

```
! RIJCOSX wB97M-V def2-TZVPD def2/J DEFGRID3
* xyz -1 1
C 0.80 -0.73 -0.52
C -0.37 -0.39 -0.56
C -1.84 1.70 0.38
C 2.20 -0.71 -0.01
N -1.62 -0.12 -0.75
O -2.19 1.22 1.40
O -1.53 2.57 -0.32
I -3.00 -1.53 0.06
H 2.87 -0.71 -0.87
H 2.28 0.28 0.52
H 2.41 -1.57 0.69
*
```



Entry 4:
The following is a DFT calculation (wB97M-V/def2-TZVPD) of a structure of composition C4H3KNaO2.

HOMO: -10.80 eV

```
! RIJCOSX wB97M-V def2-TZVPD def2/J DEFGRID3
* xyz 1 1
K 3.46 -0.31 -0.97
O 1.30 -0.61 0.52
C -0.06 -0.70 0.54
H -0.87 -1.72 -1.39
H -0.35 -1.21 1.45
C -1.44 0.35 -0.74
C -0.89 -0.89 -0.70
C -0.65 0.96 0.35
O -0.16 2.01 0.68
Na 2.06 1.43 1.37
H -2.40 0.68 -1.11
*
```